No. 1
# C4H8NOS

An isolated ion of composition C4H8NOS and charge +1 in a non-equilibrium geometry (ωB97M-V/def2-TZVPD, OMol25).

Values from the calculation:
relative energy (zero: lowest compared OMol25 entry of this formula, charge and spin): 2.3923 eV
total charge: +1
E_HOMO (spin up / spin down): -11.510 / -11.518 eV
HOMO-LUMO gap (spin up / spin down): 5.47 / 5.48 eV

Last column: Mulliken charge in e.
Geometry (Å):
1 C -0.516 -0.245 -0.269  0.059
2 C 0.949 -0.476 -0.810  -0.610
3 C -1.302 0.843 -0.289  0.048
4 C 1.841 -0.402 0.407  0.010
5 N -2.508 0.970 0.181  -0.433
6 O -0.778 -1.335 0.453  -0.543
7 S 3.365 0.391 0.096  0.007
8 H 0.836 -1.561 -1.142  0.272
9 H 1.342 0.170 -1.587  0.498
10 H -1.007 1.737 -0.878  0.290
11 H 1.770 -0.682 1.382  0.426
12 H -1.391 -1.157 1.216  0.316
13 H -2.938 1.961 0.189  0.245
14 H -3.104 0.232 0.595  0.198
15 H 3.916 0.379 1.296  0.218

No. 2
# C54H149N25O10P8

A 9-piece molecular cluster, C54H149N25O10P8 overall in a non-equilibrium geometry (ωB97M-V/def2-TZVPD, OMol25).

Values from the calculation:
total charge: 0
E_HOMO: -8.211 eV
HOMO-LUMO gap: 7.84 eV
SMILES: CN(C)P(=O)(N(C)C)N(C)C.CN(C)P(=O)(N(C)C)N(C)C.CN(C)P(=O)(N(C)C)N(C)C.CN(C)P(=O)(N(C)C)N(C)C.CN(C)P(=O)(N(C)C)N(C)C.CN(C)P(=O)(N(C)C)N(C)C.CN(C)P(=O)(N(C)C)N(C)C.CN(C)P(=O)(N(C)C)N(C)C.O=[N+]([O-])c1ccccc1

Last column: Mulliken charge in e.
Geometry (Å):
1 C 7.378 4.283 1.108  -1.002
2 N 8.396 3.647 0.274  0.234
3 C 9.697 4.367 0.220  -0.908
4 P 7.969 2.610 -1.023  0.583
5 O 9.150 1.941 -1.634  -0.852
6 N 6.907 1.313 -0.410  0.131
7 C 7.307 0.599 0.879  -1.066
8 C 6.428 0.421 -1.461  -1.289
9 N 7.034 3.589 -2.129  0.235
10 C 7.756 4.572 -2.885  -0.909
11 C 5.525 3.781 -2.111  -0.995
12 H 7.078 5.201 0.604  0.338
13 H 7.740 4.619 2.080  0.363
14 H 6.599 3.550 1.319  0.240
15 H 10.460 3.593 0.296  0.270
16 H 9.853 5.165 0.945  0.359
17 H 9.776 4.866 -0.746  0.258
18 H 8.255 1.028 1.203  0.413
19 H 6.546 0.669 1.656  0.220
20 H 7.526 -0.451 0.690  0.396
21 H 7.148 -0.356 -1.716  0.345
22 H 5.668 -0.171 -0.951  0.448
23 H 5.975 0.900 -2.328  0.388
24 H 8.668 4.810 -2.337  0.145
25 H 7.938 4.111 -3.855  0.297
26 H 7.248 5.512 -3.102  0.372
27 H 5.109 2.907 -1.609  0.289
28 H 5.030 3.818 -3.082  0.346
29 H 5.360 4.692 -1.536  0.350
30 C -0.934 3.473 -8.660  -1.020
31 N -0.088 2.628 -7.830  0.260
32 C -0.239 2.961 -6.358  -1.094
33 P 1.379 1.890 -8.465  0.535
34 O 2.554 2.766 -8.580  -0.863
35 N 1.642 0.548 -7.434  0.199
36 C 2.948 -0.009 -7.277  -0.915
37 C 0.578 -0.486 -7.318  -0.907
38 N 0.919 1.242 -9.978  0.285
39 C -0.424 0.628 -10.119  -1.383
40 C 1.841 1.117 -11.125  -1.144
41 H -1.941 3.598 -8.263  0.359
42 H -1.045 2.980 -9.625  0.284
43 H -0.611 4.513 -8.704  0.317
44 H -0.194 4.041 -6.221  0.345
45 H 0.568 2.403 -5.882  0.340
46 H -1.126 2.516 -5.907  0.327
47 H 2.965 -0.641 -6.389  0.268
48 H 3.205 -0.603 -8.155  0.305
49 H 3.647 0.826 -7.248  0.324
50 H 0.804 -1.099 -6.446  0.389
51 H -0.393 0.003 -7.249  0.232
52 H 0.537 -1.041 -8.255  0.223
53 H -0.407 -0.435 -10.359  0.362
54 H -1.005 0.684 -9.198  0.483
55 H -0.921 1.118 -10.956  0.445
56 H 1.351 0.988 -12.089  0.409
57 H 2.493 0.246 -11.059  0.293
58 H 2.283 2.088 -11.350  0.341
59 C 0.359 -2.394 8.623  -1.114
60 N 0.462 -0.896 8.418  0.215
61 C -0.474 -0.338 7.533  -1.190
62 P 1.863 -0.007 8.757  0.405
63 O 1.952 1.345 8.049  -0.859
64 N 1.883 0.030 10.473  0.294
65 C 1.577 1.334 11.113  -1.090
66 C 1.816 -1.110 11.421  -0.952
67 N 3.130 -1.063 8.528  0.299
68 C 4.497 -0.739 9.096  -1.062
69 C 3.233 -1.676 7.192  -1.114
70 H 0.033 -2.850 7.688  0.440
71 H -0.331 -2.537 9.455  0.305
72 H 1.294 -2.864 8.929  0.376
73 H -0.575 0.698 7.857  0.279
74 H -1.430 -0.863 7.513  0.448
75 H -0.058 -0.334 6.526  0.375
76 H 2.183 1.434 12.014  0.342
77 H 1.798 2.156 10.432  0.320
78 H 0.544 1.566 11.370  0.337
79 H 2.082 -0.864 12.449  0.343
80 H 0.803 -1.510 11.462  0.270
81 H 2.407 -1.965 11.090  0.302
82 H 5.234 -1.514 8.885  0.375
83 H 4.867 0.228 8.755  0.360
84 H 4.433 -0.442 10.143  0.313
85 H 2.271 -1.586 6.687  0.283
86 H 3.406 -2.750 7.258  0.325
87 H 3.909 -1.202 6.481  0.375
88 C 3.101 -10.936 3.104  -0.896
89 N 3.287 -10.469 1.696  0.200
90 C 3.530 -9.071 1.612  -1.081
91 P 2.919 -11.466 0.303  0.544
92 O 3.435 -10.766 -0.911  -0.831
93 N 3.502 -13.094 0.482  0.225
94 C 4.607 -13.536 1.338  -1.205
95 C 2.834 -14.170 -0.356  -1.160
96 N 1.181 -11.632 0.349  0.201
97 C 0.510 -12.476 1.349  -1.049
98 C 0.358 -10.778 -0.515  -1.100
99 H 3.804 -10.397 3.739  0.404
100 H 3.344 -11.997 3.157  0.182
101 H 2.052 -10.816 3.375  0.239
102 H 4.572 -8.840 1.831  0.318
103 H 2.927 -8.449 2.274  0.391
104 H 3.231 -8.723 0.623  0.318
105 H 5.116 -14.389 0.890  0.470
106 H 5.408 -12.800 1.282  0.348
107 H 4.310 -13.800 2.354  0.342
108 H 3.357 -14.282 -1.306  0.276
109 H 2.849 -15.116 0.185  0.417
110 H 1.799 -13.887 -0.549  0.425
111 H 1.080 -13.388 1.529  0.365
112 H 0.337 -11.941 2.283  0.236
113 H -0.489 -12.750 1.011  0.393
114 H -0.102 -11.359 -1.315  0.335
115 H 0.881 -9.956 -1.005  0.301
116 H -0.499 -10.321 -0.021  0.391
117 C -7.303 -7.148 -2.534  -1.003
118 N -6.685 -5.879 -2.179  0.102
119 C -6.337 -5.872 -0.779  -1.091
120 P -5.869 -4.861 -3.361  0.567
121 O -5.206 -3.633 -2.815  -0.819
122 N -4.819 -5.889 -4.201  0.261
123 C -3.778 -6.668 -3.505  -1.064
124 C -4.211 -5.396 -5.453  -1.102
125 N -7.062 -4.700 -4.590  0.229
126 C -7.933 -3.487 -4.717  -1.027
127 C -7.608 -5.773 -5.462  -1.327
128 H -7.471 -7.866 -1.731  0.438
129 H -6.695 -7.776 -3.185  0.302
130 H -8.254 -6.890 -3.000  0.255
131 H -5.858 -4.927 -0.523  0.330
132 H -5.714 -6.710 -0.462  0.352
133 H -7.250 -6.024 -0.204  0.389
134 H -3.429 -7.551 -4.039  0.365
135 H -2.931 -6.095 -3.126  0.357
136 H -4.241 -7.112 -2.623  0.259
137 H -5.066 -5.134 -6.076  0.290
138 H -3.399 -4.718 -5.193  0.298
139 H -3.761 -6.283 -5.897  0.406
140 H -8.377 -3.546 -5.711  0.382
141 H -8.762 -3.501 -4.011  0.298
142 H -7.365 -2.566 -4.583  0.295
143 H -6.999 -6.675 -5.406  0.374
144 H -7.471 -5.374 -6.467  0.511
145 H -8.663 -6.006 -5.320  0.371
146 C 2.008 -1.953 1.609  -0.736
147 N 0.661 -1.641 1.901  0.370
148 C -0.237 -2.726 2.344  -1.090
149 P -0.159 -0.174 1.377  0.405
150 O -1.528 -0.042 1.962  -0.865
151 N 0.974 1.103 1.644  0.467
152 C 0.715 2.376 0.968  -1.061
153 C 1.767 1.240 2.822  -1.032
154 N -0.237 -0.282 -0.412  0.166
155 C -1.311 0.281 -1.166  -1.120
156 C 0.968 -0.580 -1.217  -1.229
157 H 2.273 -2.890 2.098  0.390
158 H 2.665 -1.201 2.046  0.176
159 H 2.096 -2.015 0.524  0.089
160 H -1.206 -2.451 2.760  0.303
161 H 0.227 -3.359 3.100  0.320
162 H -0.420 -3.301 1.436  0.379
163 H 0.464 2.190 -0.076  0.198
164 H -0.189 2.806 1.398  0.309
165 H 1.555 3.071 0.964  0.392
166 H 2.704 1.748 2.595  0.335
167 H 1.212 1.747 3.612  0.374
168 H 2.039 0.318 3.336  0.195
169 H -2.150 0.212 -0.473  0.327
170 H -1.098 1.317 -1.431  0.342
171 H -1.574 -0.320 -2.037  0.433
172 H 1.337 -1.605 -1.187  0.281
173 H 1.787 0.128 -1.087  0.412
174 H 0.729 -0.415 -2.268  0.470
175 C 2.457 12.171 2.039  -1.045
176 N 3.150 10.909 2.288  0.095
177 C 4.219 10.554 1.349  -0.926
178 P 2.223 9.584 2.925  0.648
179 O 1.226 10.002 3.932  -0.884
180 N 1.451 8.976 1.528  0.422
181 C 2.193 8.310 0.458  -1.108
182 C 0.014 9.042 1.394  -1.095
183 N 3.301 8.395 3.466  0.148
184 C 4.295 8.917 4.460  -1.213
185 C 2.763 7.184 4.046  -1.041
186 H 1.956 12.469 2.960  0.319
187 H 1.900 12.137 1.102  0.283
188 H 3.259 12.908 1.999  0.400
189 H 5.038 11.273 1.324  0.341
190 H 3.823 10.279 0.371  0.237
191 H 4.601 9.583 1.664  0.347
192 H 2.504 8.916 -0.394  0.228
193 H 3.110 7.956 0.929  0.398
194 H 1.701 7.461 -0.018  0.312
195 H -0.432 9.511 2.271  0.319
196 H -0.289 9.586 0.499  0.330
197 H -0.364 8.023 1.310  0.315
198 H 5.073 8.161 4.569  0.425
199 H 4.841 9.777 4.071  0.349
200 H 3.828 9.045 5.436  0.399
201 H 2.505 7.409 5.081  0.350
202 H 3.502 6.385 3.983  0.317
203 H 1.823 6.885 3.584  0.331
204 C -5.622 2.895 -3.693  -1.117
205 N -5.676 4.143 -2.856  0.221
206 C -5.196 3.982 -1.444  -1.067
207 P -6.376 5.533 -3.609  0.511
208 O -7.302 5.250 -4.730  -0.835
209 N -7.166 6.397 -2.304  0.144
210 C -8.273 5.751 -1.532  -1.193
211 C -7.399 7.834 -2.489  -0.990
212 N -4.974 6.427 -4.105  0.119
213 C -4.065 6.942 -3.077  -0.763
214 C -5.149 7.294 -5.282  -0.915
215 H -4.847 3.013 -4.450  0.297
216 H -6.579 2.681 -4.170  0.303
217 H -5.285 2.071 -3.065  0.421
218 H -4.108 3.921 -1.414  0.370
219 H -5.420 3.042 -0.939  0.370
220 H -5.516 4.866 -0.893  0.352
221 H -9.167 5.846 -2.148  0.382
222 H -7.936 4.736 -1.320  0.369
223 H -8.394 6.188 -0.541  0.379
224 H -6.510 8.379 -2.171  0.245
225 H -7.367 8.045 -3.558  0.261
226 H -8.389 8.209 -2.226  0.412
227 H -3.210 7.506 -3.451  0.374
228 H -4.551 7.551 -2.315  0.223
229 H -3.591 6.072 -2.623  0.179
230 H -4.217 7.761 -5.601  0.369
231 H -5.934 8.046 -5.192  0.267
232 H -5.444 6.633 -6.096  0.311
233 O -4.815 -4.201 5.795  -0.563
234 N -6.016 -4.192 5.720  0.950
235 O -6.653 -5.223 5.917  -0.564
236 C -6.796 -2.949 5.379  -0.089
237 C -8.183 -2.856 5.630  -0.042
238 C -8.948 -1.686 5.402  -0.653
239 C -8.215 -0.541 5.044  -0.171
240 C -6.879 -0.594 4.740  -0.700
241 C -6.221 -1.823 4.865  -0.153
242 H -8.762 -3.736 5.865  0.377
243 H -9.987 -1.565 5.670  0.371
244 H -8.799 0.348 4.859  0.332
245 H -6.414 0.319 4.398  0.395
246 H -5.188 -1.854 4.552  0.510

No. 3
# C34H33BFeN10PS2

C34H33BFeN10PS2 as an isolated structure in a non-equilibrium geometry (ωB97M-V/def2-TZVPD, OMol25).

Values from the calculation:
total charge: +1
expectation value of S²: 6.073
E_HOMO (spin up / spin down): -8.299 / -11.039 eV
HOMO-LUMO gap (spin up / spin down): 6.10 / 8.26 eV
multiplicity: 5

Last column: Mulliken spin population.
Geometry (Å):
1 Fe -0.939 -0.756 -0.267  1.992
2 C 1.011 -1.892 3.270  -0.007
3 C 0.815 -1.978 1.892  0.003
4 N -0.119 -1.109 1.504  -0.067
5 N -0.522 -0.446 2.607  -0.005
6 C 0.136 -0.908 3.682  0.002
7 B -1.565 0.705 2.478  -0.022
8 N -1.130 1.664 1.314  0.066
9 C -0.435 2.820 1.389  0.457
10 C -0.371 3.466 0.041  0.119
11 C -1.176 2.446 -0.703  0.306
12 N -1.489 1.409 0.031  -0.023
13 N -2.908 0.080 2.067  -0.008
14 C -4.124 0.256 2.623  0.003
15 C -5.070 -0.180 1.724  0.003
16 C -4.321 -0.603 0.615  -0.005
17 N -3.020 -0.456 0.834  0.052
18 H 1.701 -2.455 3.876  0.000
19 H 1.289 -2.638 1.182  0.002
20 H -0.048 -0.497 4.661  0.001
21 H -1.649 1.309 3.510  0.004
22 H -0.190 3.262 2.342  -0.016
23 H -0.797 4.479 0.026  0.023
24 H -1.517 2.519 -1.723  0.008
25 H -4.223 0.676 3.611  0.000
26 H -6.140 -0.184 1.837  0.000
27 H -4.693 -0.983 -0.324  0.000
28 N 2.396 -0.351 -0.764  0.012
29 P 1.391 0.835 -0.024  -0.085
30 C 2.611 1.357 1.283  0.030
31 C 3.909 1.699 0.893  0.007
32 C 4.846 2.122 1.822  0.000
33 C 4.494 2.240 3.161  0.000
34 C 3.203 1.927 3.557  0.005
35 C 2.272 1.486 2.624  0.028
36 C 1.650 2.297 -1.090  0.327
37 C 2.259 2.234 -2.309  -0.125
38 C 2.358 3.352 -3.161  0.420
39 C 1.765 4.579 -2.774  -0.099
40 C 1.154 4.707 -1.574  0.322
41 C 1.099 3.607 -0.562  0.093
42 C 1.987 -1.559 -1.275  0.018
43 C 2.985 -2.430 -1.751  0.003
44 C 2.635 -3.630 -2.309  0.000
45 C 1.281 -3.951 -2.402  0.000
46 C 0.371 -3.057 -1.903  0.012
47 N 0.678 -1.876 -1.321  0.014
48 H 3.398 -0.240 -0.711  0.001
49 H 4.193 1.677 -0.155  0.001
50 H 5.846 2.375 1.497  0.000
51 H 5.219 2.586 3.885  0.000
52 H 2.914 2.029 4.595  0.000
53 H 1.271 1.252 2.954  0.008
54 H 2.657 1.284 -2.652  0.009
55 H 2.859 3.265 -4.115  0.017
56 H 1.802 5.421 -3.455  0.001
57 H 0.703 5.652 -1.293  0.014
58 H 1.714 3.913 0.304  0.083
59 H 4.022 -2.130 -1.672  0.000
60 H 3.395 -4.307 -2.676  0.000
61 H 0.942 -4.875 -2.847  0.000
62 H -0.678 -3.299 -1.970  0.002
63 C -0.644 0.908 -3.542  0.012
64 C -1.666 -0.128 -3.219  -0.014
65 N -1.785 -0.760 -2.080  -0.038
66 C -2.705 -1.809 -2.184  -0.003
67 C -3.315 -1.903 -3.389  0.001
68 S -2.721 -0.704 -4.441  -0.002
69 C -2.892 -2.755 -1.076  -0.004
70 C -3.906 -3.649 -0.981  0.002
71 S -3.793 -4.488 0.492  0.006
72 C -2.373 -3.611 0.900  0.011
73 N -2.007 -2.749 -0.006  0.024
74 C -1.724 -3.857 2.220  -0.001
75 H 0.006 1.065 -2.685  0.007
76 H -1.098 1.858 -3.824  -0.002
77 H -0.041 0.575 -4.388  -0.003
78 H -4.045 -2.622 -3.720  0.000
79 H -4.718 -3.824 -1.667  0.000
80 H -2.270 -4.618 2.775  0.000
81 H -1.714 -2.938 2.809  0.000
82 H -0.695 -4.187 2.095  0.000

Across the entries above, E takes the values -18640.855; -190453.634; -116713.170 eV, respectively.